1.
A cluster of 2 separate species, C11H14N2 in total, computed with ωB97M-V/def2-TZVPD.

Results
Total charge: 0
Electronic energy: -14613.925 eV
SMILES: Cc1c[nH]cn1.Cc1ccccc1
Energy above the lowest of the compared OMol25 structures with the same formula, charge and spin: 47.8 kJ/mol
Kohn-Sham gap: 0.3459 Eh

Last column: Löwdin charge in e.
Cartesian coordinates (Å):
C 1.9500 2.8155 -2.6881  -0.052
C 0.5585 2.3357 -2.9464  -0.357
C 0.0273 1.6758 -4.0117  -0.072
N -1.3275 1.6548 -3.7841  0.038
C -1.5557 2.3386 -2.6485  -0.221
N -0.4512 2.8169 -2.1394  0.088
H 2.5251 1.9982 -2.2843  0.063
H 1.9821 3.6360 -1.9830  0.070
H 2.5309 3.1208 -3.5621  0.073
H 0.5207 1.3010 -4.8885  0.111
H -2.0715 1.2397 -4.3160  0.144
H -2.5323 2.5591 -2.2471  0.114
C -2.1685 -0.9146 2.5357  -0.052
C -0.8457 -1.6251 2.5842  -0.279
C -0.5245 -2.6695 1.7403  -0.063
C 0.7753 -3.1825 1.6798  -0.097
C 1.7798 -2.6154 2.4398  -0.101
C 1.4863 -1.5340 3.2781  -0.087
C 0.1823 -1.1363 3.4101  -0.059
H -2.2067 -0.1819 3.3387  0.072
H -2.9920 -1.6193 2.6814  0.078
H -2.3661 -0.4766 1.5596  0.081
H -1.2594 -3.1901 1.1396  0.108
H 0.9865 -3.7969 0.8110  0.100
H 2.7742 -3.0438 2.3691  0.098
H 2.3222 -1.1505 3.8304  0.097
H -0.1002 -0.3557 4.1016  0.104



2.
A cluster of 2 separate species, C11H14N2O in total, computed with ωB97M-V/def2-TZVPD.

Results
<S²>: 0.770
Total charge: -1
Electronic energy: -16661.834 eV
2S+1: 2
Energy above the lowest of the compared OMol25 structures with the same formula, charge and spin: 0.0 kJ/mol
Kohn-Sham gap (alpha / beta): 0.1208 / 0.2435 Eh

Last column: Mulliken spin population.
Cartesian coordinates (Å):
C -1.5663 2.1041 1.8724  0.017
C 0.1034 0.8144 -1.2062  -0.126
C 0.1324 1.4096 0.0753  0.043
C -1.2089 1.6040 0.5121  -0.167
C -2.0247 1.1951 -0.5112  0.295
C 1.2009 0.3381 -1.9185  0.346
C 2.4838 0.4939 -1.2777  0.158
C 1.4355 1.5875 0.6790  0.431
C 2.5401 1.1648 -0.0595  -0.169
N -1.2172 0.7876 -1.5862  -0.009
H -1.6268 0.5469 -2.4692  -0.013
H 1.0176 -0.0729 -2.8957  0.047
H -3.0896 1.1157 -0.6573  0.049
H 3.4084 0.1331 -1.7214  0.029
H 1.5392 2.0748 1.6371  0.062
H -0.7747 2.7660 2.2388  0.003
H -1.6399 1.3023 2.6137  -0.006
H 3.5310 1.3894 0.2952  0.002
H -2.4553 2.7404 1.8944  -0.007
C 0.4864 -1.9776 0.8107  -0.089
C -0.1082 -3.2548 0.3143  0.026
O 0.3239 -4.3745 0.5378  -0.025
N -1.2376 -3.0575 -0.4279  0.087
H -1.6112 -3.8048 -0.9877  -0.006
H -1.5092 -2.1127 -0.6777  -0.063
H 0.4967 -1.2188 0.0279  0.066
H 1.4692 -2.1103 1.2533  0.015
H -0.0988 -1.5836 1.6342  0.004



3.
A cluster of 2 separate species, C11H14N2O in total, computed with ωB97M-V/def2-TZVPD.

Results
Total charge: 0
Electronic energy: -16661.495 eV
SMILES: Cc1ccc(O)cc1.Cc1c[nH]cn1
Energy above the lowest of the compared OMol25 structures with the same formula, charge and spin: 136.8 kJ/mol
Kohn-Sham gap: 0.3263 Eh

Last column: Löwdin charge in e.
Cartesian coordinates (Å):
C 0.8399 2.8524 -0.6361  -0.074
C -0.3393 2.0628 -0.1332  -0.293
C -1.5348 2.0975 -0.8533  -0.043
C -2.5785 1.2871 -0.4382  -0.021
C -2.3777 0.4064 0.6132  -0.332
O -3.4317 -0.4384 0.8306  0.034
C -1.1812 0.3028 1.3050  -0.024
C -0.1284 1.0548 0.7961  -0.062
H 0.5168 3.7816 -1.1267  0.072
H 1.4429 2.4386 -1.4539  0.071
H 1.5243 3.1425 0.1674  0.076
H -1.5852 2.7768 -1.6956  0.110
H -3.5311 1.2770 -0.9477  0.115
H -3.3125 -1.1097 1.5141  0.110
H -1.0143 -0.5377 1.9449  0.102
H 0.8822 0.9266 1.1700  0.112
C 1.9946 -2.3378 1.6129  -0.049
C 1.3847 -1.9173 0.3285  -0.377
C 1.9746 -1.3240 -0.7434  -0.071
N 0.9929 -1.2632 -1.7075  0.057
C -0.0921 -1.8980 -1.2140  -0.201
N 0.0667 -2.2109 0.0421  0.098
H 1.8004 -3.3847 1.8536  0.077
H 1.6235 -1.8613 2.5081  0.064
H 3.0701 -2.2111 1.5729  0.072
H 2.9860 -1.0323 -0.9352  0.111
H 0.9779 -0.7636 -2.5766  0.143
H -0.9707 -2.1167 -1.7977  0.122



4.
The molecule C11H14N2O2, computed with ωB97M-V/def2-TZVPD.

Results
Total charge: 0
Electronic energy: -18703.897 eV
Energy above the lowest of the compared OMol25 structures with the same formula, charge and spin: 443.1 kJ/mol
Kohn-Sham gap (alpha / beta): 0.2920 / 0.2103 Eh

Last column: Löwdin charge in e.
Cartesian coordinates (Å):
C 3.6628 0.0265 -0.3464  -0.074
C 3.1334 -0.9006 0.5399  -0.069
C 2.8965 1.1119 -0.7673  -0.082
C 1.8427 -0.7631 1.0025  -0.036
C 1.6000 1.2501 -0.3389  -0.035
C 1.0266 0.3031 0.5440  -0.238
C -2.1246 -0.4747 -1.2646  -0.184
C -0.3253 0.3227 0.9125  0.034
C -0.9431 -1.3640 -1.1801  0.023
C -1.3948 1.2218 0.3803  -0.390
C -2.6264 1.1968 1.2861  -0.050
N -1.8015 0.9297 -1.0031  -0.022
N -0.7741 -2.2953 -0.2064  -0.431
O -1.7034 -2.5824 0.5554  0.014
O 0.3691 -2.7821 -0.0986  0.021
H 4.6757 -0.0775 -0.7059  0.102
H 3.7350 -1.7326 0.8694  0.109
H 3.3245 1.8431 -1.4388  0.104
H 1.4423 -1.4743 1.7070  0.114
H 1.0073 2.0916 -0.6683  0.105
H -2.5426 -0.4956 -2.2764  0.126
H -2.8864 -0.8037 -0.5567  0.114
H -0.6436 -0.3924 1.6612  0.122
H -0.0888 -1.2182 -1.8232  0.140
H -1.0087 2.2499 0.3420  0.142
H -2.9647 0.1781 1.4579  0.074
H -3.4258 1.7618 0.8160  0.082
H -2.3908 1.6500 2.2472  0.083
H -1.0714 1.2195 -1.6468  0.102



5.
A cluster of 2 separate species, C11H14N2S2 in total, computed with ωB97M-V/def2-TZVPD.

Results
<S²>: 2.008
Total charge: 0
Electronic energy: -36280.543 eV
2S+1: 3
Energy above the lowest of the compared OMol25 structures with the same formula, charge and spin: 0.0 kJ/mol
Kohn-Sham gap (alpha / beta): 0.2492 / 0.2019 Eh

Last column: Mulliken spin population.
Cartesian coordinates (Å):
C 1.5938 3.2981 -1.4129  0.026
C 0.5707 3.1625 -0.5330  -0.018
C 2.5170 2.2075 -1.5694  -0.009
C 0.2556 1.9716 0.0469  0.010
C 2.2240 1.0149 -0.9168  0.019
C 1.0369 0.8674 -0.1331  0.008
C 2.2146 -1.0522 -0.4660  0.013
C 2.6866 -2.3747 -0.0451  0.054
C -2.5962 -0.1946 -1.2514  0.003
C -0.9295 -1.0399 3.5371  0.015
C 0.1195 -1.0776 0.9776  0.498
N 2.8603 -0.2066 -1.1509  0.029
N 0.9715 -0.4861 0.0750  0.043
S -0.2856 -2.6710 0.8038  1.147
S -0.3740 0.0062 2.2395  0.158
H 1.8899 4.3222 -1.6386  0.001
H -0.1232 3.9281 -0.4371  -0.001
H 3.3403 2.2716 -2.1150  0.001
H -0.8308 1.9013 0.3878  0.007
H 3.7773 -2.4938 -0.4317  0.006
H 2.7696 -2.3880 1.0559  0.000
H 2.0690 -3.2168 -0.4516  -0.018
H -3.2123 0.0920 -0.4317  -0.001
H -3.1129 -0.0863 -2.3110  0.000
H -2.6104 -1.3146 -1.2270  0.001
H -1.9706 -0.6524 3.7037  -0.001
H -0.3752 -1.1110 4.5160  0.013
H -0.9431 -2.0109 3.0852  0.001
H -1.6589 0.3795 -1.3050  -0.001



6.
The ion C11H14N3S with charge +1, computed with ωB97M-V/def2-TZVPD.

Results
Total charge: +1
Electronic energy: -26927.953 eV
SMILES: CS/C=N/CCN/C=[NH+]/C1=CC=C=C=C1
Energy above the lowest of the compared OMol25 structures with the same formula, charge and spin: 569.6 kJ/mol
Kohn-Sham gap: 0.3351 Eh

Last column: Löwdin charge in e.
Cartesian coordinates (Å):
C -2.7118 -3.6098 1.7900  -0.333
S -1.3564 -2.5719 1.0592  0.895
C -2.1418 -1.3008 0.1512  -0.458
N -1.4943 -0.3048 -0.3538  -0.085
C -2.2059 0.7702 -1.0290  -0.169
C -1.7293 2.2154 -0.5643  -0.112
N -0.4714 2.6364 -1.1694  0.041
C 0.7467 2.0825 -0.9768  -0.060
N 0.9565 0.9720 -0.3477  0.117
C 2.2078 0.3796 -0.0216  -0.201
C 3.4786 0.8780 -0.1852  -0.037
C 4.6644 0.1191 0.0669  -0.055
C 4.3114 -1.0358 0.6809  0.033
C 3.1650 -1.4888 0.9095  0.016
C 1.9879 -0.9341 0.6148  -0.013
H -3.3825 -3.0883 2.4292  0.034
H -1.9886 -4.2418 2.3308  0.026
H -3.0696 -4.3741 1.0481  0.066
H -3.1397 -1.5627 0.0860  0.060
H -3.3539 0.7263 -0.8494  0.155
H -1.9002 0.7286 -2.0132  0.089
H -2.4619 2.9729 -1.0940  0.172
H -1.6208 2.3715 0.4330  0.090
H -0.5304 3.5756 -1.3641  0.110
H 1.6553 2.7452 -1.2097  0.182
H 0.0657 0.4119 -0.2988  0.098
H 3.6313 1.9892 -0.4868  0.142
H 5.6947 0.4683 -0.1601  0.124
H 0.9930 -1.5300 0.5244  0.074